Run i
Computed, not measured: the molecule C2H2N2O, with ωB97M-V with the def2-TZVPD basis set.

```
7
Properties=species:S:1:pos:R:3:nbo_charge:R:1
C 0.8396 -0.3280 0.6823 -0.180
C 0.0891 0.7843 0.8434 0.088
H 1.5620 -0.7159 1.3263 0.221
H 0.1200 1.5619 1.5925 0.234
N -0.5105 -0.3498 -1.0103 0.123
N 0.4199 -0.9964 -0.5313 -0.176
O -0.8275 0.7300 -0.1601 -0.310
```

The HOMO energy comes out at -10.58 eV. The spin multiplicity is 1. The charge is 0. Its HOMO-LUMO gap is 11.504 eV.

Run ii
Computed, not measured: the molecule C2H2N2O, with ωB97M-V with the def2-TZVPD basis set.

```
7
Properties=species:S:1:pos:R:3:nbo_charge:R:1
O 1.5651 -0.0686 -0.0592 -0.134
N 0.8650 1.0785 0.0244 -0.073
C -0.3947 0.7481 0.0460 -0.095
C -0.4660 -0.6874 -0.0227 -0.100
N 0.7477 -1.1439 -0.0905 -0.076
H -1.1176 1.5588 0.0987 0.237
H -1.1995 -1.4855 0.0033 0.240
```

The HOMO energy comes out at -11.60 eV. The spin multiplicity is 1. The charge is 0. Its HOMO-LUMO gap is 12.443 eV.

run i is preferred energetically. Next in line: 0.310 eV higher.

Run i
Computed, not measured: the ion C6H11N with charge +1, with ωB97M-V with the def2-TZVPD basis set.

```
18
Properties=species:S:1:pos:R:3:nbo_charge:R:1
C -2.1801 -0.7412 -0.3811 -0.432
N -1.4277 -0.3778 0.8265 -0.556
C -0.7271 0.8809 0.5629 -0.363
C 2.2158 0.0964 0.5913 -0.323
C 1.7771 -1.1944 0.3131 -0.009
C 1.2624 0.0263 -0.6865 -0.340
C 0.2217 0.9016 -0.5940 0.200
H -2.9970 -0.0217 -0.4734 0.213
H -2.6466 -1.7194 -0.3270 0.236
H -1.6111 -0.6419 -1.3202 0.159
H -0.6669 -1.0533 0.9513 0.342
H -0.2824 1.2551 1.4931 0.267
H -1.5303 1.6046 0.4146 0.247
H 3.1806 0.4860 0.2852 0.280
H 1.7546 0.6769 1.3797 0.269
H 1.6336 -2.0316 -0.3542 0.291
H 1.7749 -0.0378 -1.6356 0.266
H 0.2483 1.8913 -1.0457 0.253
```

The HOMO energy (spin up / spin down) comes out at -13.58 / -13.64 eV. The spin multiplicity is 2. The charge is +1. Its HOMO-LUMO gap (spin up / spin down) is 7.377 / 7.399 eV.

Run ii
Computed, not measured: the ion C6H11N with charge +1, with ωB97M-V with the def2-TZVPD basis set.

```
18
Properties=species:S:1:pos:R:3:nbo_charge:R:1
C -1.7990 -1.9540 -1.7035 -0.604
C -0.7189 -0.8657 -1.6401 -0.515
N 1.6615 0.7664 -0.3239 -0.629
C 0.4385 0.6043 0.2182 0.307
C -0.4209 -0.4030 -0.2844 0.014
C 0.7941 1.0952 2.6651 -0.260
C 0.1113 1.2182 1.5102 -0.299
H -1.9324 -2.3226 -2.7198 0.242
H -2.7995 -1.6751 -1.3809 0.230
H -1.4505 -2.7714 -1.0574 0.210
H 0.1645 -1.2031 -2.2094 0.258
H -1.1265 -0.0633 -2.2720 0.269
H 1.9748 -0.0362 -0.8627 0.415
H 2.3783 1.0450 0.3347 0.423
H -0.9128 -1.0412 0.4392 0.240
H 0.4696 1.7397 3.4689 0.245
H 1.7895 0.6698 2.5919 0.202
H -0.7765 1.8441 1.5305 0.252
```

The HOMO energy (spin up / spin down) comes out at -13.98 / -15.11 eV. The spin multiplicity is 2. The charge is +1. Its HOMO-LUMO gap (spin up / spin down) is 9.179 / 8.571 eV.

run ii is preferred energetically. Next in line: 3.867 eV higher.

Run i
Computed, not measured: a cluster of 8 separate species, C7H30O8 in total, with ωB97M-V with the def2-TZVPD basis set.

```
45
Properties=species:S:1:pos:R:3:nbo_charge:R:1
C 2.0677 -2.9874 0.2130 -0.623
C 0.7664 -3.6645 0.4695 0.092
C 0.7913 -4.6194 1.6578 -0.627
O -0.2608 -2.6790 0.6398 -0.766
H 2.3914 -2.4534 1.1808 0.208
H 1.9590 -2.2895 -0.5820 0.216
H 2.8687 -3.7306 -0.0566 0.220
H 0.5619 -4.3257 -0.4214 0.153
H 1.4444 -5.4588 1.3953 0.214
H -0.1725 -4.9240 1.9255 0.212
H 1.1547 -4.0716 2.5677 0.204
H -1.1016 -3.1484 0.5350 0.503
C -0.6833 0.1065 2.3646 -0.251
O -1.0996 -0.8493 3.3001 -0.733
H -0.4965 -0.2997 1.3593 0.179
H -1.4541 0.8655 2.2832 0.170
H 0.2329 0.6634 2.6142 0.149
H -0.9049 -1.7614 2.9418 0.481
C 1.8038 1.9106 -2.0543 -0.241
O 0.4298 1.8901 -1.6023 -0.800
H 2.0925 2.8947 -1.9671 0.197
H 2.4386 1.2887 -1.3943 0.165
H 1.8650 1.6326 -3.1093 0.166
H 0.1264 0.9662 -1.7131 0.507
C 3.1016 3.5827 1.5868 -0.251
O 2.2095 3.4850 0.4674 -0.732
H 2.6918 4.2192 2.3632 0.167
H 3.3563 2.5933 1.9793 0.167
H 4.0163 4.0930 1.1939 0.177
H 1.6679 2.7014 0.5952 0.472
C -2.2456 4.0591 -2.0598 -0.247
O -2.1470 2.8231 -1.3645 -0.785
H -3.1113 4.6658 -1.7681 0.185
H -1.3398 4.5871 -1.8853 0.173
H -2.1704 3.8558 -3.1388 0.158
H -1.2131 2.5425 -1.4304 0.507
O -3.2984 0.0568 -1.8013 -0.980
H -2.8923 0.9462 -1.6563 0.506
H -3.4046 0.1040 -2.7588 0.473
O -3.1593 -2.5309 0.6123 -0.967
H -3.4398 -1.8031 1.1478 0.486
H -3.3094 -2.2504 -0.3270 0.488
O -0.4627 -0.6796 -1.6978 -0.988
H -1.4203 -0.6429 -1.5891 0.495
H -0.2503 -1.3635 -1.0160 0.500
```

The HOMO energy comes out at -10.06 eV. The spin multiplicity is 1. The charge is 0. Its HOMO-LUMO gap is 10.493 eV.

Run ii
Computed, not measured: a cluster of 9 separate species, C7H30O8 in total, with ωB97M-V with the def2-TZVPD basis set.

```
45
Properties=species:S:1:pos:R:3:nbo_charge:R:1
C 4.5407 -0.2673 2.0967 -0.603
C 3.3914 -0.2911 1.0064 -0.390
C 2.0870 -0.2928 1.8363 -0.407
C 1.4987 0.9108 2.6486 -0.442
C -1.9861 2.2430 3.1336 -0.655
C -0.7073 1.5822 3.4490 -0.197
C 0.0910 1.3786 2.4209 -0.175
H 5.4445 -0.5594 1.5034 0.195
H 4.6901 0.6017 2.6457 0.201
H 4.4481 -0.9641 2.8678 0.200
H 3.6326 0.3182 0.2040 0.205
H 3.4534 -1.2588 0.5832 0.194
H 1.9569 -1.0589 2.7327 0.200
H 1.4303 -0.7980 1.1190 0.210
H 1.9229 0.7752 3.6786 0.215
H 2.1443 1.8868 2.4412 0.204
H -2.5782 2.8254 3.8613 0.218
H -2.7443 1.6855 2.6745 0.215
H -1.7758 2.9451 2.2551 0.206
H -0.5723 1.1495 4.4801 0.205
H -0.2184 1.6146 1.4453 0.201
H -0.2113 -3.3343 -2.6340 0.457
H -0.4078 -1.8688 -2.8144 0.483
O -0.2192 -2.6839 -3.2938 -0.970
H -1.3864 -3.1396 2.7957 0.485
H -2.8852 -2.7916 2.6952 0.484
O -2.0719 -2.7656 2.2428 -0.951
H -1.8403 -0.2924 -2.0630 0.511
H -1.6515 -1.4845 -1.0397 0.463
O -1.1558 -0.9118 -1.5280 -1.015
H 2.5037 0.1085 -1.6454 0.496
H 1.0213 0.3466 -1.8705 0.485
O 1.7543 0.7655 -1.4617 -0.961
H -2.3014 0.5042 -3.9682 0.514
H -3.5224 0.6932 -2.9949 0.489
O -2.8257 0.1121 -3.2651 -0.946
H -2.2271 -3.1986 0.4389 0.492
H -2.5904 -3.1873 -1.0580 0.449
O -2.7435 -3.6171 -0.2909 -0.956
H 1.2437 2.9565 -2.8562 0.472
H 1.0395 2.3753 -1.4491 0.504
O 0.7239 3.1220 -2.0615 -0.971
H -0.8038 2.4178 -2.8765 0.505
H -0.3705 1.3224 -3.7120 0.447
O -1.0041 1.9574 -3.7155 -0.964
```

The HOMO energy comes out at -8.89 eV. The spin multiplicity is 1. The charge is 0. Its HOMO-LUMO gap is 9.080 eV.

run i is preferred energetically. Next in line: 1.904 eV higher.

Run i
Computed, not measured: a structure of composition CH2N2O, with ωB97M-V with the def2-TZVPD basis set.

```
6
Properties=species:S:1:pos:R:3:nbo_charge:R:1
C -0.6446 -0.4015 0.3457 0.251
N -0.4657 0.8975 0.2021 -0.296
N 0.8895 0.6521 0.2614 -0.140
O 0.7382 -0.7339 0.1799 -0.340
H -1.4205 -0.9804 0.5325 0.183
H 1.4126 1.0059 -0.4197 0.342
```

The HOMO energy comes out at -10.05 eV. The spin multiplicity is 1. The charge is 0. Its HOMO-LUMO gap is 11.164 eV.

Run ii
Computed, not measured: a structure of composition CH2N2O, with ωB97M-V with the def2-TZVPD basis set.

```
6
Properties=species:S:1:pos:R:3:nbo_charge:R:1
C 1.0598 0.3488 0.0227 -0.133
N 0.5770 1.3836 0.1382 -0.253
N -2.0248 0.1175 -0.0355 0.114
O -1.3104 -0.8083 0.1559 -0.258
H 1.7242 -0.4433 -0.3426 0.266
H -0.0258 -0.5983 0.0614 0.265
```

The HOMO energy (spin up / spin down) comes out at -8.16 / -8.33 eV. The spin multiplicity is 1. The charge is 0. Its HOMO-LUMO gap (spin up / spin down) is 8.012 / 8.016 eV.

run i is preferred energetically. Next in line: 1.861 eV higher.